# 1
The following is a quantum chemistry calculation of a 2-piece molecular cluster, C27H23NO2S overall at a distorted geometry, from the OMol25 dataset.

Results
electronic energy = -44789.1784 eV
E_LUMO = -2.784 eV
gap between HOMO and LUMO = 3.6 eV
HOMO level = -6.36 eV
relative energy (zero: lowest compared OMol25 entry of this formula, charge and spin) = 2.540 eV

Positions of all 54 atoms, in Å:
C (-5.365, -0.855, 3.521)
C (-4.869, 0.424, 3.230)
C (-3.503, 0.578, 2.937)
C (-2.650, -0.523, 2.979)
S (-0.865, -0.414, 2.440)
O (-0.019, -0.338, 3.628)
O (-0.725, -1.639, 1.625)
C (-3.142, -1.781, 3.267)
C (-4.502, -1.956, 3.564)
H (-6.430, -1.000, 3.701)
H (-5.543, 1.285, 3.212)
H (-3.093, 1.542, 2.646)
H (-2.486, -2.648, 3.234)
H (-4.874, -2.959, 3.796)
C (6.368, 0.472, 0.804)
N (5.482, 0.963, -0.235)
C (6.158, 1.243, -1.490)
C (4.126, 0.610, -0.238)
C (3.192, 1.352, 0.526)
C (1.837, 1.141, 0.352)
C (1.359, 0.123, -0.504)
C (-0.037, 0.047, -0.835)
C (-0.737, -1.152, -1.220)
C (-2.010, -0.777, -1.764)
C (-2.821, -1.724, -2.373)
C (-2.380, -3.051, -2.415)
C (-1.160, -3.433, -1.821)
C (-0.348, -2.486, -1.194)
C (-2.121, 0.674, -1.682)
C (-0.901, 1.176, -1.108)
C (-0.644, 2.547, -1.118)
C (-1.608, 3.411, -1.653)
C (-2.810, 2.912, -2.188)
C (-3.065, 1.535, -2.221)
C (2.310, -0.745, -1.097)
C (3.664, -0.475, -1.017)
H (5.798, 0.254, 1.715)
H (6.899, -0.440, 0.481)
H (7.133, 1.228, 1.024)
H (5.453, 1.699, -2.192)
H (6.983, 1.940, -1.304)
H (6.584, 0.333, -1.939)
H (3.554, 2.147, 1.182)
H (1.111, 1.767, 0.872)
H (-3.770, -1.390, -2.792)
H (-2.992, -3.805, -2.902)
H (-0.836, -4.477, -1.842)
H (0.572, -2.768, -0.684)
H (0.308, 2.918, -0.746)
H (-1.413, 4.487, -1.667)
H (-3.547, 3.603, -2.590)
H (-3.971, 1.111, -2.657)
H (1.966, -1.590, -1.691)
H (4.381, -1.098, -1.559)

# 2
The following is a quantum chemistry calculation of C48H31N13OSTc as an isolated structure, from the OMol25 dataset.

Results
electronic energy = -84723.6172 eV
E_LUMO (alpha / beta) = -6.730 / -7.487 eV
charge = +2
2S+1 = 4
gap between HOMO and LUMO (alpha / beta) = 5.0 / 6.0 eV
HOMO level (alpha / beta) = -11.71 / -13.45 eV

Positions of all 95 atoms, in Å:
Tc (0.196, 0.074, -0.069)
C (-4.951, -1.441, -3.999)
C (-3.988, -1.442, -5.010)
C (-2.662, -1.119, -4.741)
C (-2.346, -0.802, -3.432)
C (-1.094, -0.396, -2.811)
N (-1.302, -0.117, -1.476)
C (-2.617, -0.433, -1.198)
N (-3.218, -0.516, -0.023)
C (-2.634, -0.228, 1.120)
C (-3.338, -0.134, 2.400)
C (-4.583, -0.567, 2.809)
C (-4.926, -0.346, 4.140)
C (-4.061, 0.319, 5.007)
C (-2.825, 0.793, 4.574)
C (-2.477, 0.535, 3.265)
C (-1.293, 0.868, 2.469)
N (-0.477, 1.853, 2.767)
C (0.365, 2.389, 1.900)
N (0.671, 1.963, 0.631)
C (1.738, 2.714, 0.200)
N (2.524, 2.505, -0.844)
C (2.294, 1.568, -1.738)
N (1.251, 0.687, -1.726)
C (1.128, 0.186, -2.990)
N (0.040, -0.360, -3.490)
C (2.323, 0.520, -3.769)
C (2.759, 0.134, -5.021)
C (3.984, 0.636, -5.450)
C (4.723, 1.514, -4.657)
C (4.259, 1.927, -3.411)
C (3.056, 1.404, -2.980)
C (2.012, 3.779, 1.159)
C (2.894, 4.841, 1.133)
C (2.898, 5.690, 2.236)
C (2.045, 5.472, 3.318)
C (1.157, 4.401, 3.335)
C (1.160, 3.565, 2.234)
N (-1.335, 0.178, 1.278)
C (-3.303, -0.806, -2.426)
C (-4.623, -1.122, -2.687)
H (-5.975, -1.691, -4.249)
H (-4.282, -1.691, -6.022)
H (-1.903, -1.104, -5.514)
H (-5.264, -1.052, 2.120)
H (-5.882, -0.693, 4.511)
H (-4.360, 0.475, 6.036)
H (-2.165, 1.337, 5.238)
H (2.168, -0.532, -5.639)
H (4.367, 0.352, -6.422)
H (5.672, 1.886, -5.022)
H (4.819, 2.625, -2.799)
H (3.540, 5.010, 0.279)
H (3.574, 6.536, 2.260)
H (2.072, 6.156, 4.160)
H (0.485, 4.229, 4.167)
H (-5.370, -1.106, -1.902)
S (2.670, -5.664, -4.898)
N (3.644, -4.539, -4.292)
C (2.949, -3.928, -3.353)
C (3.431, -2.877, -2.481)
C (4.757, -2.437, -2.505)
C (5.161, -1.487, -1.602)
C (4.218, -1.005, -0.693)
N (2.961, -1.406, -0.664)
C (2.547, -2.319, -1.547)
C (1.143, -2.783, -1.443)
N (0.266, -2.178, -0.586)
C (-0.886, -2.805, -0.338)
C (-1.325, -3.934, -1.008)
C (-0.529, -4.447, -2.000)
C (0.729, -3.888, -2.205)
C (1.637, -4.437, -3.194)
N (1.350, -5.429, -4.015)
H (5.438, -2.875, -3.226)
H (6.182, -1.128, -1.577)
H (4.499, -0.250, 0.040)
H (-1.507, -2.376, 0.432)
H (-2.290, -4.364, -0.767)
H (-0.838, -5.293, -2.603)
C (3.367, -2.447, 3.832)
N (2.363, -1.929, 2.894)
C (1.358, -2.897, 2.464)
C (2.288, -0.659, 2.507)
C (3.153, 0.383, 3.154)
O (1.485, -0.269, 1.637)
H (3.536, -3.494, 3.597)
H (3.025, -2.376, 4.865)
H (4.315, -1.930, 3.725)
H (1.032, -3.472, 3.331)
H (1.768, -3.582, 1.721)
H (0.508, -2.379, 2.041)
H (3.812, 0.010, 3.930)
H (2.481, 1.121, 3.596)
H (3.740, 0.897, 2.392)

# 3
The following is a quantum chemistry calculation of the molecule C4H7NO, from the OMol25 dataset.

Results
electronic energy = -7797.8758 eV
E_LUMO = 0.933 eV
gap between HOMO and LUMO = 10.8 eV
HOMO level = -9.90 eV
relative energy (zero: lowest compared OMol25 entry of this formula, charge and spin) = 1.769 eV
SMILES = C[C@H]1CN1C=O

Positions of all 13 atoms, in Å:
C (-1.707, -0.241, 0.525)
C (-0.302, -0.484, 0.034)
C (0.201, 0.132, -1.228)
N (0.592, 0.651, 0.068)
C (1.905, 0.545, 0.519)
O (2.818, 1.221, 0.118)
H (-1.741, -0.220, 1.620)
H (-2.385, -1.025, 0.174)
H (-2.069, 0.725, 0.157)
H (0.141, -1.444, 0.311)
H (0.965, -0.404, -1.788)
H (-0.453, 0.762, -1.825)
H (2.036, -0.217, 1.313)

# 4
The following is a quantum chemistry calculation of C18H15F3FeO5S as an isolated structure at a distorted geometry, from the OMol25 dataset.

Results
electronic energy = -82515.0744 eV
E_LUMO (alpha / beta) = 0.419 / -1.905 eV
2S+1 = 5
gap between HOMO and LUMO (alpha / beta) = 6.0 / 6.2 eV
HOMO level (alpha / beta) = -5.59 / -8.11 eV

Positions of all 43 atoms, in Å:
O (1.169, 4.346, 3.026)
C (1.455, 3.253, 2.751)
Fe (1.783, 1.518, 2.843)
C (2.814, 1.715, 4.346)
O (3.369, 1.947, 5.338)
C (0.316, 1.183, 3.880)
O (-0.615, 1.100, 4.566)
C (0.974, 1.198, 0.986)
C (2.167, 1.833, 0.368)
C (3.206, 1.737, 1.434)
C (3.440, 0.464, 1.978)
C (2.374, -0.433, 2.086)
C (1.128, -0.064, 1.566)
H (-0.021, 1.534, 0.683)
H (2.463, 1.289, -0.552)
H (1.972, 2.875, 0.065)
H (3.968, 2.517, 1.515)
H (4.412, 0.218, 2.413)
H (2.479, -1.359, 2.659)
H (0.264, -0.724, 1.682)
C (-5.532, -0.470, -0.448)
C (-4.147, -0.834, -0.925)
C (-3.569, -2.074, -0.610)
C (-2.296, -2.388, -1.049)
C (-1.521, -1.463, -1.821)
C (-0.212, -1.782, -2.217)
S (0.784, -0.705, -3.153)
C (2.313, -1.757, -3.489)
F (3.188, -1.033, -4.215)
F (2.924, -2.133, -2.340)
F (2.000, -2.874, -4.183)
O (0.204, -0.424, -4.450)
O (1.269, 0.398, -2.344)
C (-2.142, -0.215, -2.156)
C (-3.416, 0.083, -1.701)
H (-5.785, 0.548, -0.782)
H (-6.299, -1.156, -0.843)
H (-5.611, -0.496, 0.651)
H (-4.139, -2.785, -0.011)
H (-1.856, -3.351, -0.810)
H (0.218, -2.761, -2.010)
H (-1.600, 0.484, -2.790)
H (-3.892, 1.041, -1.939)